[1]
Formula: C18H20I2NO4STeZn
Source: OMol25
Level of theory: ωB97M-V/def2-TZVPD

Results
Charge ... -1
Energy relative to the best compared isomer or geometry (same formula, charge and spin) ... 28.8 kJ/mol
Orbital gap ... 0.2688 Ha
Max |F| ... 1.9 eV Å⁻¹

Geometry as XYZ:
```
48
Properties=species:S:1:pos:R:3:lowdin_charge:R:1
Zn -1.95 0.25 -0.23 0.4011
C 4.66 5.36 2.38 -0.0548
C 3.35 4.70 2.05 -0.2764
C 3.10 4.19 0.78 -0.0336
C 1.88 3.60 0.47 -0.0682
C 0.88 3.55 1.42 -0.2555
C 1.12 4.04 2.70 -0.0535
C 2.34 4.61 3.01 -0.0404
S -0.74 2.81 1.20 0.5720
O -0.49 1.37 0.96 -0.4475
O -1.48 3.16 2.38 -0.2873
N -1.39 3.50 -0.12 -0.5724
C -2.90 3.56 -0.10 -0.1831
C -3.32 2.10 -0.16 -0.7493
O -3.32 1.45 0.91 -0.0819
O -3.35 1.53 -1.29 -0.1427
H 5.41 5.14 1.62 0.0725
H 5.04 5.03 3.34 0.0765
H 4.54 6.45 2.42 0.0813
H 3.87 4.23 0.02 0.1140
H 1.73 3.21 -0.53 0.0346
H 0.33 3.98 3.44 0.1065
H 2.52 4.99 4.01 0.1123
H -3.21 4.12 -0.98 0.1105
H -3.23 4.04 0.82 0.1118
I -0.57 2.51 -1.85 0.8227
I 0.88 1.66 -4.30 -0.3384
C 0.43 -6.73 -2.72 -0.0619
C -0.16 -5.59 -1.92 -0.2820
C -0.82 -4.55 -2.55 -0.0252
C -1.40 -3.50 -1.83 -0.3157
C -2.08 -2.40 -2.59 -0.1004
C -1.31 -3.50 -0.44 -0.5156
Te -2.29 -2.02 0.75 0.9554
C -0.64 -4.55 0.22 -0.3326
C -0.49 -4.59 1.72 -0.1227
C -0.08 -5.57 -0.54 -0.0335
H 0.48 -6.48 -3.78 0.0692
H -0.18 -7.63 -2.61 0.0759
H 1.43 -6.98 -2.37 0.0731
H -0.88 -4.54 -3.63 0.1104
H -2.18 -2.66 -3.64 0.0745
H -1.51 -1.47 -2.53 0.0590
H -3.07 -2.20 -2.18 0.0490
H -0.01 -3.68 2.08 0.0584
H 0.10 -5.46 2.02 0.0671
H -1.47 -4.65 2.20 0.0570
H 0.44 -6.38 -0.02 0.1099
```



[2]
Formula: C28H57ClN3O15
Source: OMol25
Level of theory: ωB97M-V/def2-TZVPD

Results
Charge ... -1
Orbital gap ... 0.3037 Ha
Max |F| ... 3.2 eV Å⁻¹

Geometry as XYZ:
```
104
Properties=species:S:1:pos:R:3:lowdin_charge:R:1
Cl 0.60 -0.01 -0.34 0.7366
O 0.53 -0.40 -1.74 -0.3234
O -0.25 1.14 -0.11 -0.3389
O 0.16 -1.10 0.49 -0.3201
O 1.97 0.35 -0.02 -0.3670
O -1.63 -3.93 0.72 0.1529
C -2.01 -3.90 -0.38 -0.5067
O -3.23 -4.34 -0.78 0.0194
C -3.44 -4.03 -2.16 -0.1480
C -2.39 -2.97 -2.47 -0.1626
C -1.24 -3.30 -1.55 -0.0542
H -4.44 -3.62 -2.33 0.1173
H -3.33 -4.94 -2.75 0.1206
H -2.76 -1.94 -2.40 0.0530
H -2.11 -2.92 -3.53 0.1192
H -0.65 -2.48 -1.15 0.0823
H -0.58 -4.09 -1.91 0.1227
O 0.45 -4.07 -4.39 0.1292
C 1.41 -3.45 -4.72 -0.4747
O 2.04 -3.69 -5.90 0.0138
C 3.17 -2.82 -6.04 -0.1640
C 3.62 -2.55 -4.60 -0.1444
C 2.26 -2.52 -3.90 -0.0830
H 2.96 -1.94 -6.64 0.1261
H 3.94 -3.39 -6.58 0.1185
H 4.14 -1.60 -4.57 0.0927
H 4.22 -3.37 -4.22 0.1181
H 1.76 -1.55 -3.82 0.1162
H 2.37 -2.80 -2.85 0.1276
O -2.50 -1.66 2.01 0.1798
C -2.66 -0.59 1.61 -0.4985
O -2.61 0.52 2.39 -0.0066
C -2.74 1.74 1.59 -0.1273
C -3.55 1.27 0.38 -0.1392
C -3.03 -0.15 0.19 -0.0690
H -1.73 2.07 1.34 0.0655
H -3.32 2.41 2.22 0.1263
H -3.33 1.89 -0.50 0.0676
H -4.62 1.29 0.57 0.1265
H -2.10 -0.17 -0.40 0.0902
H -3.75 -0.80 -0.29 0.1260
O 3.19 0.61 -3.98 0.1194
C 3.47 0.74 -2.84 -0.5402
O 3.12 1.84 -2.17 0.0301
C 3.71 1.86 -0.83 -0.1493
C 4.79 0.79 -0.87 -0.1310
C 4.26 -0.18 -1.94 -0.0820
H 2.95 1.58 -0.10 0.0563
H 4.07 2.88 -0.72 0.1201
H 4.83 0.20 0.05 0.1154
H 5.73 1.24 -1.17 0.1102
H 3.58 -0.96 -1.60 0.1152
H 5.10 -0.59 -2.49 0.1153
C 2.25 -2.14 3.82 -0.0817
C 0.84 -2.73 3.90 -0.4192
C -0.10 -1.65 4.39 -0.2098
O -1.40 -2.13 4.65 -0.1651
C -2.17 -1.16 5.24 -0.1577
N 0.42 -3.27 2.61 0.0633
H 2.97 -2.88 3.46 0.0677
H 2.69 -1.77 4.75 0.0683
H 2.30 -1.29 3.12 0.0678
H 0.88 -3.55 4.62 0.1372
H -0.20 -0.81 3.70 0.1117
H 0.33 -1.27 5.34 0.1266
H -3.20 -1.38 4.96 0.0902
H -1.97 -0.16 4.85 0.0775
H -2.11 -1.12 6.34 0.0830
H 0.47 -2.56 1.88 0.0388
H 1.09 -4.00 2.38 0.0703
C -0.36 4.07 3.80 -0.0513
C 0.60 3.27 2.94 -0.4337
C 0.63 1.79 3.26 -0.2244
O 0.90 1.53 4.61 -0.1955
C 2.28 1.57 4.97 -0.0882
N 0.44 3.55 1.49 0.0601
H -0.29 5.13 3.53 0.0746
H -0.09 3.99 4.86 0.0731
H -1.38 3.68 3.73 0.0745
H 1.60 3.65 3.22 0.1227
H 1.30 1.26 2.57 0.1195
H -0.36 1.35 3.05 0.1103
H 2.65 2.59 4.82 0.0781
H 2.87 0.91 4.31 0.0784
H 2.39 1.16 5.97 0.0845
H -0.53 3.58 1.20 0.0216
H 0.87 2.73 1.04 0.0396
C -1.52 4.82 -2.76 -0.0684
C -2.39 3.80 -2.00 -0.3887
C -2.50 2.55 -2.89 -0.1983
O -3.04 1.48 -2.16 -0.2342
C -2.91 0.23 -2.81 -0.0952
N -1.68 3.46 -0.75 0.0484
H -0.46 4.59 -2.63 0.0781
H -1.62 5.80 -2.27 0.0746
H -1.74 4.94 -3.82 0.0725
H -3.35 4.28 -1.82 0.1352
H -1.49 2.26 -3.24 0.1343
H -3.04 2.83 -3.82 0.1296
H -1.87 0.09 -3.17 0.1042
H -3.57 0.10 -3.67 0.1035
H -3.04 -0.55 -2.07 0.0253
H -2.06 2.58 -0.40 0.0011
H -0.72 3.22 -0.97 0.0655
```



[3]
Formula: C49H36CsF3N8O3S
Source: OMol25
Level of theory: ωB97M-V/def2-TZVPD

Results
Energy relative to the best compared isomer or geometry (same formula, charge and spin) ... 0.0 kJ/mol
Orbital gap ... 0.2280 Ha
Max |F| ... 1.3 eV Å⁻¹

Geometry as XYZ:
```
101
Properties=species:S:1:pos:R:3:lowdin_charge:R:1
Cs 0.22 0.71 2.12 0.8744
C 1.08 3.19 6.65 -0.0727
O 2.45 3.05 6.28 -0.0037
C 2.46 2.61 5.00 -0.3177
N 1.34 2.48 4.42 0.0869
C 0.30 2.89 5.34 -0.2569
C -0.77 1.84 5.54 -0.2260
C -2.11 2.18 5.45 -0.0413
C -3.10 1.24 5.70 -0.0820
C -2.75 -0.06 6.02 -0.0892
C -1.42 -0.41 6.10 -0.0745
C -0.43 0.54 5.88 -0.0544
C 3.78 2.42 4.41 -0.1764
C 4.88 3.03 5.04 0.0204
C 6.12 2.90 4.45 -0.0328
C 6.24 2.16 3.29 0.0198
C 5.09 1.56 2.76 -0.1776
N 3.89 1.70 3.30 0.2084
C 5.22 0.77 1.54 -0.3057
N 4.30 0.41 0.75 0.1865
C 4.90 -0.24 -0.38 -0.2540
C 6.40 -0.36 0.03 -0.0801
O 6.50 0.43 1.20 -0.0104
C 4.33 -1.58 -0.74 -0.1954
C 4.43 -2.04 -2.04 -0.0346
C 4.03 -3.32 -2.37 -0.0799
C 3.53 -4.16 -1.39 -0.0912
C 3.41 -3.70 -0.09 -0.0889
C 3.81 -2.42 0.24 -0.0370
H 0.93 4.19 7.05 0.1288
H 0.86 2.45 7.43 0.1297
H -0.16 3.80 4.94 0.1483
H -2.40 3.19 5.20 0.1116
H -4.14 1.53 5.62 0.1111
H -3.52 -0.80 6.21 0.1033
H -1.14 -1.43 6.33 0.1072
H 0.61 0.25 5.97 0.1194
H 4.74 3.58 5.95 0.1188
H 6.99 3.36 4.89 0.1125
H 7.19 2.03 2.79 0.1182
H 4.79 0.43 -1.25 0.1511
H 7.10 0.01 -0.72 0.1276
H 6.66 -1.39 0.28 0.1329
H 4.83 -1.39 -2.81 0.1132
H 4.10 -3.67 -3.39 0.1027
H 3.24 -5.17 -1.64 0.1018
H 3.02 -4.35 0.67 0.1050
H 3.72 -2.05 1.25 0.1161
F -5.03 -2.42 2.36 0.1135
C -4.54 -2.58 3.60 -0.6153
F -5.17 -3.68 4.08 0.1050
F -5.01 -1.57 4.34 0.1027
C -3.05 -2.72 3.64 -0.1480
C -2.47 -3.83 4.21 -0.0206
C -1.08 -3.94 4.22 -0.0873
C -0.35 -2.92 3.64 -0.1918
N -0.88 -1.83 3.11 -0.1050
C -2.22 -1.69 3.10 -0.8104
S -2.85 -0.26 2.47 0.4867
H -3.07 -4.61 4.64 0.1169
H -0.59 -4.80 4.65 0.0885
H 0.74 -2.96 3.61 0.1013
C -6.06 -0.84 -10.82 -0.0859
O -5.64 0.37 -10.25 -0.0799
C -4.95 0.32 -9.08 -0.2751
C -4.60 1.56 -8.54 -0.0006
C -3.90 1.65 -7.35 -0.0249
C -3.53 0.49 -6.66 -0.1568
C -3.88 -0.75 -7.21 -0.0109
C -4.58 -0.83 -8.40 -0.0090
C -2.77 0.53 -5.43 -0.2633
N -2.36 -0.53 -4.77 0.1895
C -1.65 -0.06 -3.71 -0.1687
C -1.62 1.33 -3.73 -0.1277
N -2.34 1.69 -4.83 0.1808
C -0.89 2.10 -2.78 -0.0726
C -0.73 3.49 -2.81 -0.0062
C 0.03 4.10 -1.84 -0.0507
C 0.60 3.31 -0.85 -0.1447
N 0.46 2.00 -0.79 0.0561
C -0.25 1.38 -1.73 -0.1465
C -0.33 -0.07 -1.67 -0.1528
N 0.28 -0.69 -0.65 0.0552
C 0.25 -2.00 -0.59 -0.1373
C -0.40 -2.81 -1.54 -0.0294
C -1.04 -2.20 -2.59 0.0115
C -1.01 -0.80 -2.67 -0.0736
H -6.63 -0.57 -11.71 0.0933
H -6.71 -1.40 -10.14 0.0963
H -5.21 -1.47 -11.11 0.0968
H -4.89 2.45 -9.08 0.1190
H -3.66 2.62 -6.97 0.1028
H -3.59 -1.64 -6.68 0.1127
H -4.82 -1.81 -8.79 0.1046
H -2.56 2.62 -5.13 0.1469
H -1.19 4.08 -3.59 0.1101
H 0.20 5.17 -1.85 0.1025
H 1.21 3.75 -0.07 0.1089
H 0.76 -2.45 0.25 0.0971
H -0.39 -3.89 -1.43 0.1068
H -1.56 -2.76 -3.35 0.1158
```



[4]
Formula: C9H31BN11O6
Source: OMol25
Level of theory: ωB97M-V/def2-TZVPD

Results
Charge ... -1
Orbital gap ... 0.2533 Ha
Max |F| ... 2.8 eV Å⁻¹

Geometry as XYZ:
```
58
Properties=species:S:1:pos:R:3:lowdin_charge:R:1
B -1.10 0.93 3.41 -0.4728
C -0.81 1.59 1.92 -0.2017
C -1.15 0.62 0.72 -0.4338
O -2.35 0.47 0.43 0.0028
N -0.04 -0.01 0.02 -0.1849
C 0.42 0.80 -1.13 -0.1073
C -0.29 -1.42 -0.32 -0.1004
H -1.91 1.63 3.98 -0.0266
H -1.54 -0.18 3.40 -0.0257
H -0.10 0.97 4.08 -0.0298
H 0.25 1.97 1.89 0.0728
H -1.49 2.49 1.80 0.0688
H 1.03 0.21 -1.90 0.0706
H -0.43 1.30 -1.69 0.0664
H 1.02 1.66 -0.69 0.0943
H -1.23 -1.61 -0.93 0.0668
H 0.60 -1.80 -0.90 0.0895
H -0.33 -2.05 0.63 0.0740
C -0.42 4.71 -1.82 -0.6817
O -0.02 3.71 -2.40 0.0071
N -0.10 5.98 -2.23 0.1407
N -1.23 4.65 -0.73 0.1741
H -0.42 6.81 -1.77 0.0884
H 0.50 6.06 -3.03 0.0976
H -1.48 3.73 -0.40 0.1007
H -1.57 5.46 -0.24 0.0962
C -0.69 -3.66 3.44 -0.6750
O -0.56 -2.46 3.27 0.0259
N -1.43 -4.44 2.59 0.1446
N -0.12 -4.33 4.48 0.1560
H -1.55 -5.43 2.70 0.0832
H -1.87 -3.98 1.81 0.0999
H 0.43 -3.78 5.12 0.0857
H -0.21 -5.31 4.63 0.0862
C 2.56 0.46 -4.51 -0.6917
O 2.81 -0.21 -3.51 0.0163
N 3.11 0.19 -5.73 0.1389
N 1.71 1.51 -4.48 0.1697
H 2.92 0.72 -6.55 0.0865
H 3.74 -0.59 -5.78 0.0983
H 1.29 1.74 -3.60 0.0730
H 1.49 2.07 -5.28 0.0941
C 3.19 -2.03 5.23 -0.6912
O 2.79 -2.94 5.95 -0.0089
N 4.40 -1.44 5.41 0.1354
N 2.46 -1.55 4.20 0.1871
H 4.75 -0.69 4.83 0.0888
H 4.97 -1.77 6.16 0.0936
H 1.56 -1.96 4.04 0.0736
H 2.77 -0.81 3.60 0.1042
C -3.23 -1.00 -4.28 -0.7019
O -3.08 -0.99 -5.50 -0.0039
N -4.01 -1.91 -3.64 0.1429
N -2.63 -0.10 -3.46 0.1674
H -4.14 -1.94 -2.65 0.0942
H -4.47 -2.59 -4.21 0.0963
H -2.04 0.60 -3.89 0.1004
H -2.74 -0.09 -2.46 0.0842
```



[5]
Formula: C5H9N
Source: OMol25
Level of theory: ωB97M-V/def2-TZVPD

Results
Energy relative to the best compared isomer or geometry (same formula, charge and spin) ... 235.5 kJ/mol
SMILES ... C=CCNC=C
Orbital gap ... 0.3165 Ha
Max |F| ... 1.8 eV Å⁻¹

Geometry as XYZ:
```
15
Properties=species:S:1:pos:R:3:lowdin_charge:R:1
C -1.85 -0.87 -1.23 0.0054
C -1.97 0.04 -0.27 -0.1679
C -0.90 0.24 0.79 -0.2159
N 0.40 0.58 0.25 -0.0425
C 1.52 -0.18 0.41 -0.2618
C 2.76 0.22 0.07 -0.0439
H -2.67 -1.06 -1.92 0.0521
H -0.89 -1.31 -1.46 0.0624
H -2.85 0.67 -0.20 0.0896
H -0.88 -0.62 1.46 0.1170
H -1.24 1.13 1.34 0.1022
H 0.39 1.14 -0.59 0.1320
H 1.34 -1.08 1.00 0.1088
H 3.20 1.19 0.24 0.0362
H 3.52 -0.52 -0.18 0.0264
```



[6]
Formula: C39H53N5P2Zn
Source: OMol25
Level of theory: ωB97M-V/def2-TZVPD

Results
Energy relative to the best compared isomer or geometry (same formula, charge and spin) ... 429.0 kJ/mol
Orbital gap (alpha / beta) ... 0.0976 / 0.0984 Ha
Max |F| ... 3.5 eV Å⁻¹

Geometry as XYZ:
```
100
Properties=species:S:1:pos:R:3:lowdin_charge:R:1
Zn 4.80 -2.51 0.04 0.8206
C 6.58 -2.65 0.60 -0.2973
C 6.35 -1.28 0.88 -0.2138
C 7.11 -0.18 0.18 -0.1884
C 7.22 -0.29 -1.32 -0.1816
C 6.02 -0.84 -2.00 -0.0377
C 5.47 -2.10 -1.92 -0.2323
C 6.40 -3.32 -1.90 -0.1810
C 7.29 -3.21 -0.64 -0.1902
C 0.65 -1.23 -1.30 -0.2119
H 6.42 -3.39 1.41 0.1023
H 6.09 -1.01 1.92 0.0970
H 8.13 -0.11 0.62 0.1303
H 6.65 0.79 0.45 0.1090
H 7.38 0.74 -1.70 0.1270
H 8.13 -0.85 -1.61 0.1232
H 5.56 -0.11 -2.71 0.1131
H 4.65 -2.21 -2.62 0.0722
H 6.98 -3.51 -2.83 0.1301
H 5.74 -4.19 -1.82 0.1034
H 7.61 -4.21 -0.31 0.1154
H 8.20 -2.62 -0.86 0.1012
H 0.93 -2.31 -0.98 0.0133
H 0.02 -1.38 -2.20 0.0162
H 0.06 -0.79 -0.48 -0.0109
P 2.08 0.35 -1.85 1.1048
P 1.93 0.61 1.35 1.1489
N 2.72 -0.30 -3.42 -0.1884
N 1.65 1.93 -2.61 -0.2358
N 2.58 -1.07 1.97 -0.1302
N 2.04 1.23 2.95 -0.2782
C 3.61 1.00 -0.91 -0.3440
C 3.49 1.29 0.59 -0.3663
C 2.57 -1.68 -3.69 -0.1769
C 3.15 -1.95 -4.92 -0.1003
C 3.81 -0.77 -5.36 -0.0938
C 3.57 0.22 -4.43 -0.1288
C 0.44 2.02 -3.31 -0.1508
C 0.24 3.32 -3.72 -0.0948
C 1.37 4.09 -3.30 -0.0928
C 2.22 3.21 -2.63 -0.1576
C 2.28 -2.22 1.26 -0.1470
C 3.24 -3.23 1.48 -0.1651
C 4.11 -2.67 2.47 -0.1605
C 3.79 -1.35 2.62 -0.1606
C 3.10 1.45 3.82 -0.1691
C 2.60 1.82 5.06 -0.0862
C 1.17 1.83 4.95 -0.0792
C 0.85 1.45 3.66 -0.1243
H 4.04 1.87 -1.44 0.0713
H 4.35 0.19 -1.01 0.0147
H 4.38 0.87 1.09 0.0494
H 3.54 2.36 0.84 0.0958
H 1.97 -2.30 -3.03 0.0796
H 3.09 -2.92 -5.40 0.0948
H 4.41 -0.69 -6.27 0.1011
H 3.88 1.26 -4.40 0.1073
H -0.16 1.13 -3.47 0.1055
H -0.63 3.69 -4.26 0.0938
H 1.53 5.15 -3.43 0.0930
H 3.19 3.43 -2.21 0.0847
H 1.30 -2.37 0.76 0.0937
H 3.03 -4.29 1.28 0.1165
H 4.86 -3.25 3.06 0.1372
H 4.28 -0.60 3.24 0.1040
H 4.13 1.36 3.50 0.0882
H 3.16 2.05 5.96 0.0928
H 0.46 2.09 5.73 0.0965
H -0.10 1.35 3.15 0.0743
C -6.18 0.58 1.65 -0.0722
C -4.73 0.18 1.70 -0.3095
C -4.40 -1.12 2.07 -0.0850
C -3.07 -1.54 2.13 -0.3258
C -2.75 -2.95 2.53 -0.0788
C -2.06 -0.63 1.85 -0.0418
C -2.31 0.73 1.45 -0.3254
C -3.71 1.09 1.40 -0.0207
N -1.27 1.55 1.22 0.0051
C -1.37 3.00 0.89 -0.6538
C -2.12 3.24 -0.42 -0.0534
C -2.00 3.77 2.04 -0.0562
C 0.06 3.51 0.69 -0.0829
H -6.72 0.01 0.89 0.0737
H -6.67 0.41 2.62 0.0746
H -6.30 1.63 1.39 0.0639
H -5.20 -1.84 2.29 0.1034
H -3.14 -3.17 3.53 0.0759
H -3.19 -3.66 1.82 0.0737
H -1.67 -3.12 2.55 0.0554
H -1.02 -0.95 1.93 0.0668
H -3.99 2.11 1.13 0.0695
H -3.15 2.86 -0.40 0.0594
H -2.16 4.32 -0.64 0.0784
H -1.61 2.75 -1.27 0.0649
H -1.45 3.57 2.97 0.0758
H -1.96 4.83 1.83 0.0725
H -3.04 3.49 2.20 0.0646
H 0.65 3.39 1.59 0.0531
H 0.55 2.99 -0.13 0.0484
H 0.02 4.58 0.45 0.0801
```